No. 1
DFT (ωB97M-V with the def2-TZVPD basis set) results for a molecular structure, C4H12IN2.

F_max	0.071	Eh/bohr
lowest unoccupied orbital energy	-3.829	eV
orbital gap	8.6	eV
E	-15414.2708	eV
net charge	+1
energy above the lowest of the compared OMol25 structures with the same formula, charge and spin	64.78	kcal/mol
2S+1	1

Positions of all 19 atoms, in Å:
C -0.19 2.71 -0.84
C 2.06 1.69 -0.31
C 0.64 -1.23 0.43
C -0.15 0.53 0.07
N 0.54 1.54 -0.33
N -0.31 -2.14 0.67
I -3.79 -4.41 1.02
H -1.29 2.42 -0.82
H -0.02 3.59 -0.34
H 0.08 2.94 -1.80
H 2.37 1.23 0.68
H 2.55 1.13 -1.14
H 2.44 2.72 -0.39
H 1.37 -1.17 1.35
H 1.12 -1.43 -0.57
H -1.24 0.60 -0.08
H -0.49 -2.66 1.47
H -5.07 -5.41 1.06
H -0.61 -2.66 -0.15


No. 2
DFT (ωB97M-V with the def2-TZVPD basis set) results for a single C4H12N2 molecule.

F_max	0.110	Eh/bohr
lowest unoccupied orbital energy	1.036	eV
orbital gap	9.7	eV
E	-7320.9910	eV
net charge	0
SMILES	NCCCCN
energy above the lowest of the compared OMol25 structures with the same formula, charge and spin	46.99	kcal/mol
2S+1	1

Positions of all 18 atoms, in Å:
C -0.62 -1.00 -1.35
N -1.31 -1.54 -0.17
C 0.39 0.09 -1.15
C -0.04 1.28 -0.08
C 0.23 0.89 1.30
N 1.15 -0.28 1.47
H -0.18 -1.96 -1.82
H -1.43 -0.52 -2.00
H -1.91 -0.88 0.29
H -0.70 -2.05 0.39
H 1.29 -0.49 -0.80
H 0.69 0.73 -2.05
H 0.52 2.11 -0.66
H -1.10 1.60 -0.35
H -0.64 0.62 1.79
H 0.52 1.78 1.85
H 1.92 -0.06 0.85
H 1.24 -0.31 2.51


No. 3
DFT (ωB97M-V with the def2-TZVPD basis set) results for a single C4H12N2 molecule.

F_max	0.087	Eh/bohr
lowest unoccupied orbital energy	1.125	eV
orbital gap	9.1	eV
E	-7321.1068	eV
net charge	0
SMILES	CCCNCN
energy above the lowest of the compared OMol25 structures with the same formula, charge and spin	44.32	kcal/mol
2S+1	1

Positions of all 18 atoms, in Å:
C -1.48 1.89 -0.51
C -0.70 1.64 0.79
C -0.23 0.22 1.05
N 0.55 -0.23 -0.12
C 0.91 -1.69 -0.04
N 1.68 -2.04 -1.21
H -2.08 0.98 -0.79
H -0.72 1.92 -1.26
H -2.19 2.70 -0.56
H 0.15 2.32 0.63
H -1.12 1.97 1.76
H -1.18 -0.34 1.14
H 0.31 0.13 2.00
H 1.02 -0.13 -1.01
H 1.42 -1.92 0.89
H -0.05 -2.25 0.07
H 2.48 -2.59 -0.90
H 1.22 -2.58 -1.92


No. 4
DFT (ωB97M-V with the def2-TZVPD basis set) results for a single C4H12N2 molecule.

F_max	0.073	Eh/bohr
lowest unoccupied orbital energy	1.052	eV
orbital gap	10.3	eV
E	-7321.5219	eV
net charge	0
SMILES	NCCCCN
energy above the lowest of the compared OMol25 structures with the same formula, charge and spin	34.75	kcal/mol
2S+1	1

Positions of all 18 atoms, in Å:
C -0.39 -0.25 1.94
N 1.06 0.00 1.88
C -0.67 -1.05 0.60
C -0.10 -0.53 -0.70
C 0.22 0.90 -1.06
N -0.10 1.26 -2.44
H -0.99 0.64 2.03
H -0.69 -0.87 2.75
H 1.41 0.61 2.58
H 1.23 0.41 0.96
H -1.86 -1.09 0.44
H -0.29 -2.08 0.72
H -0.72 -1.02 -1.49
H 0.76 -1.24 -0.95
H -0.22 1.68 -0.45
H 1.35 1.01 -0.96
H 0.72 1.11 -3.03
H -0.72 0.51 -2.83


No. 5
DFT (ωB97M-V with the def2-TZVPD basis set) results for 2 unconnected molecules or ions with the total composition C4H12N2.

F_max	0.048	Eh/bohr
lowest unoccupied orbital energy	1.042	eV
orbital gap	9.9	eV
E	-7320.4541	eV
net charge	0
SMILES	C=CC.NCN
energy above the lowest of the compared OMol25 structures with the same formula, charge and spin	59.37	kcal/mol
2S+1	1

Positions of all 18 atoms, in Å:
C 0.30 -2.16 -0.06
C -1.10 -1.74 -0.35
C -2.01 -1.28 0.51
H 0.93 -1.72 -0.90
H 0.79 -1.71 0.84
H 0.36 -3.29 -0.05
H -1.61 -2.00 -1.29
H -2.95 -1.78 0.36
H -1.90 -0.69 1.48
N 0.56 2.62 0.72
C 0.35 1.66 -0.34
N 1.38 0.63 -0.57
H 0.61 1.99 1.55
H 1.46 3.18 0.71
H -0.61 1.13 -0.30
H 0.37 2.19 -1.28
H 1.48 -0.04 0.23
H 2.30 1.10 -0.86


No. 6
DFT (ωB97M-V with the def2-TZVPD basis set) results for 2 unconnected molecules or ions with the total composition C4H12N2.

F_max	0.052	Eh/bohr
lowest unoccupied orbital energy	1.050	eV
orbital gap	10.8	eV
E	-7322.0278	eV
net charge	0
SMILES	[H]/N=C/N.CCC
energy above the lowest of the compared OMol25 structures with the same formula, charge and spin	23.08	kcal/mol
2S+1	1

Positions of all 18 atoms, in Å:
C 1.15 -1.65 2.29
C 1.44 -0.87 1.00
C 0.80 -1.48 -0.22
H 2.04 -2.13 2.72
H 0.43 -2.44 2.10
H 0.78 -1.09 3.14
H 2.53 -0.79 0.93
H 1.21 0.18 1.13
H 1.18 -1.01 -1.12
H 0.89 -2.56 -0.26
H -0.27 -1.26 -0.22
N -1.07 0.82 -2.08
C -1.58 1.73 -1.16
N -1.02 1.96 -0.05
H -1.44 -0.11 -2.19
H -0.06 0.80 -1.99
H -2.62 2.02 -1.30
H -1.63 2.61 0.44


No. 7
DFT (ωB97M-V with the def2-TZVPD basis set) results for 2 unconnected molecules or ions with the total composition C4H12N2.

F_max	0.097	Eh/bohr
lowest unoccupied orbital energy	-0.652	eV
orbital gap	8.2	eV
E	-7318.1915	eV
net charge	0
energy above the lowest of the compared OMol25 structures with the same formula, charge and spin	111.55	kcal/mol
2S+1	1

Positions of all 18 atoms, in Å:
C -2.19 0.34 -0.03
C -0.72 -0.02 0.30
C 0.23 0.53 -0.78
C 1.67 0.10 -0.54
N 1.99 -0.25 0.88
N -0.57 -1.49 0.28
H -2.84 0.43 0.89
H -2.33 1.28 -0.50
H -2.43 -0.49 -0.72
H -0.44 0.48 1.30
H 0.03 1.63 -0.96
H -0.12 0.06 -1.78
H 1.80 -0.95 -1.12
H 1.41 1.43 1.29
H 2.33 0.81 -1.11
H 3.00 -0.29 1.12
H -1.26 -1.93 0.91
H 0.44 -1.67 0.56


No. 8
DFT (ωB97M-V with the def2-TZVPD basis set) results for a single C4H12N2 molecule.

F_max	0.023	Eh/bohr
lowest unoccupied orbital energy	1.139	eV
orbital gap	9.1	eV
E	-7321.8456	eV
net charge	0
SMILES	CCCNCN
energy above the lowest of the compared OMol25 structures with the same formula, charge and spin	27.28	kcal/mol
2S+1	1

Positions of all 18 atoms, in Å:
C 0.88 -0.99 1.92
C 1.14 -0.37 0.56
C 0.44 0.96 0.28
N -0.96 0.97 -0.04
C -1.53 0.44 -1.26
N -0.60 -0.22 -2.14
H -0.13 -1.43 1.96
H 0.95 -0.39 2.83
H 1.56 -1.84 2.06
H 2.22 -0.25 0.43
H 0.92 -1.15 -0.16
H 1.01 1.53 -0.47
H 0.58 1.56 1.15
H -1.56 0.84 0.76
H -2.38 -0.20 -1.04
H -1.96 1.28 -1.83
H 0.32 -0.49 -1.89
H -0.89 -0.26 -3.10


No. 9
DFT (ωB97M-V with the def2-TZVPD basis set) results for a single C4H12N2 molecule.

F_max	0.033	Eh/bohr
lowest unoccupied orbital energy	1.102	eV
orbital gap	10.1	eV
E	-7322.5632	eV
net charge	0
SMILES	CC(C)NCN
energy above the lowest of the compared OMol25 structures with the same formula, charge and spin	10.74	kcal/mol
2S+1	1

Positions of all 18 atoms, in Å:
C 1.50 0.68 -0.86
C 0.76 -0.36 -0.04
C 1.58 -0.85 1.13
N -0.53 0.17 0.39
C -1.64 -0.02 -0.54
N -2.86 0.64 -0.16
H 2.41 0.32 -1.34
H 1.61 1.58 -0.25
H 0.81 1.08 -1.61
H 0.57 -1.23 -0.69
H 1.09 -1.63 1.72
H 1.88 0.01 1.75
H 2.55 -1.25 0.83
H -0.77 -0.31 1.25
H -1.77 -1.06 -0.76
H -1.31 0.37 -1.51
H -3.20 0.22 0.70
H -2.66 1.62 -0.02


No. 10
DFT (ωB97M-V with the def2-TZVPD basis set) results for a single C4H12N2 molecule.

F_max	0.073	Eh/bohr
lowest unoccupied orbital energy	1.124	eV
orbital gap	9.8	eV
E	-7321.2780	eV
net charge	0
SMILES	CCNCCN
energy above the lowest of the compared OMol25 structures with the same formula, charge and spin	40.38	kcal/mol
2S+1	1

Positions of all 18 atoms, in Å:
C 0.10 -1.52 2.07
C 0.78 -0.64 0.97
C -1.09 0.22 -0.30
C -0.39 0.19 -1.70
H -0.79 -2.01 1.59
H -0.41 -0.92 2.85
H 0.77 -2.35 2.49
H 1.78 -0.49 1.40
H 0.97 -1.23 0.09
H -0.11 1.06 1.43
H -1.65 -0.71 -0.13
H -1.87 0.98 -0.30
H 0.08 -0.91 -1.59
H -0.99 0.18 -2.60
H 1.06 1.40 -0.82
H 1.10 1.45 -2.51
N 0.02 0.54 0.57
N 0.51 1.47 -1.73


No. 11
DFT (ωB97M-V with the def2-TZVPD basis set) results for a single C4H12N2 molecule.

F_max	0.035	Eh/bohr
lowest unoccupied orbital energy	1.109	eV
orbital gap	9.6	eV
E	-7321.5049	eV
net charge	0
SMILES	CNCCNC
energy above the lowest of the compared OMol25 structures with the same formula, charge and spin	35.14	kcal/mol
2S+1	1

Positions of all 18 atoms, in Å:
C 1.89 1.20 -0.77
N 2.00 0.25 0.34
C 0.83 -0.20 1.10
C -0.27 -0.84 0.23
N -1.26 0.20 -0.11
C -2.57 -0.38 -0.39
H 0.90 1.56 -1.01
H 2.57 2.05 -0.63
H 2.32 0.72 -1.66
H 2.46 -0.56 -0.06
H 0.57 0.71 1.65
H 1.28 -0.83 1.86
H -0.73 -1.66 0.77
H 0.32 -1.18 -0.62
H -1.41 0.62 0.80
H -2.60 -0.76 -1.41
H -3.40 0.32 -0.30
H -2.91 -1.23 0.21


No. 12
DFT (ωB97M-V with the def2-TZVPD basis set) results for 2 unconnected molecules or ions with the total composition C4H12N2.

F_max	0.030	Eh/bohr
lowest unoccupied orbital energy	0.940	eV
orbital gap	8.7	eV
E	-7321.4578	eV
net charge	0
SMILES	C=CN.CNC
energy above the lowest of the compared OMol25 structures with the same formula, charge and spin	36.23	kcal/mol
2S+1	1

Positions of all 18 atoms, in Å:
C -3.56 0.29 -0.20
C -2.40 -0.24 0.15
N -1.38 0.43 0.82
H -3.76 1.34 -0.02
H -4.17 -0.29 -0.87
H -2.17 -1.27 -0.13
H -1.72 1.35 1.07
H -0.38 0.50 0.58
C 2.25 -1.07 0.70
N 1.53 0.11 0.27
C 1.66 0.46 -1.14
H 2.31 -1.00 1.80
H 1.69 -1.97 0.46
H 3.30 -1.14 0.38
H 1.83 0.94 0.76
H 2.67 0.77 -1.42
H 0.90 1.19 -1.44
H 1.39 -0.38 -1.78


No. 13
DFT (ωB97M-V with the def2-TZVPD basis set) results for a single C4H12N2 molecule.

F_max	0.036	Eh/bohr
lowest unoccupied orbital energy	1.073	eV
orbital gap	9.8	eV
E	-7322.1215	eV
net charge	0
SMILES	CNCCCN
energy above the lowest of the compared OMol25 structures with the same formula, charge and spin	20.92	kcal/mol
2S+1	1

Positions of all 18 atoms, in Å:
C -0.86 1.10 -0.54
C -0.90 -0.38 -0.97
C -0.11 -1.25 0.01
C 2.01 -0.46 0.95
N 1.37 -1.08 -0.22
N -1.62 1.37 0.69
H 0.21 1.27 -0.36
H -1.21 1.75 -1.35
H -0.44 -0.47 -1.96
H -1.93 -0.70 -1.12
H -0.40 -1.06 1.04
H -0.24 -2.32 -0.16
H 1.50 0.46 1.24
H 3.03 -0.16 0.68
H 2.16 -1.22 1.70
H 1.48 -0.48 -1.03
H -1.45 2.32 0.92
H -2.61 1.31 0.48